1.
{"formula": "C32H67N5O3P", "method": "the ωB97M-V functional and the def2-TZVPD basis", "total_charge": 1, "multiplicity": 1, "symbols": ["C", "C", "C", "C", "C", "C", "C", "C", "C", "C", "C", "C", "C", "C", "C", "C", "C", "C", "N", "N", "P", "C", "C", "C", "C", "C", "C", "C", "O", "O", "C", "C", "C", "C", "C", "O", "C", "C", "N", "N", "N", "H", "H", "H", "H", "H", "H", "H", "H", "H", "H", "H", "H", "H", "H", "H", "H", "H", "H", "H", "H", "H", "H", "H", "H", "H", "H", "H", "H", "H", "H", "H", "H", "H", "H", "H", "H", "H", "H", "H", "H", "H", "H", "H", "H", "H", "H", "H", "H", "H", "H", "H", "H", "H", "H", "H", "H", "H", "H", "H", "H", "H", "H", "H", "H", "H", "H", "H"], "xyz": [[1.33747, -0.18032, 5.44530], [0.06794, -0.63202, 6.16262], [-0.79856, -1.56661, 5.31829], [-0.09668, -2.91820, 5.02710], [-0.08199, -3.30283, 3.52718], [-0.87290, -4.58988, 3.25107], [-2.38528, -4.38547, 3.11195], [-2.79890, -3.37836, 2.03441], [-3.40058, -4.01066, 0.76417], [-3.18085, -3.13383, -0.46317], [-1.91610, -3.48215, -1.25304], [-0.59320, -3.40771, -0.48874], [0.01024, -2.01290, -0.18954], [-0.73425, -0.76820, -0.69769], [0.24499, 0.36300, -1.06495], [0.95042, 0.13837, -2.42312], [0.78319, -1.20854, -3.15991], [1.98768, -2.14425, -2.96262], [2.96637, -1.90531, -4.05438], [0.81350, 1.24842, -3.42443], [-0.72685, 1.45022, -4.38086], [-1.95303, 0.13909, -4.15177], [-0.16636, 1.50702, -6.11872], [1.15951, 2.55625, -2.76898], [2.62340, 2.62333, -2.35309], [3.08446, 4.03712, -2.00585], [4.63598, 4.11921, -1.98751], [5.19420, 3.60178, -0.69061], [5.73480, 4.32867, 0.12451], [5.08649, 2.24763, -0.49061], [0.12202, 2.91508, -1.71442], [-0.34799, 1.79078, -0.71316], [-1.88907, 1.82044, -0.72531], [-2.56826, 1.83344, 0.65027], [-3.45668, 0.71106, 0.97693], [-2.17836, 0.86250, 1.57135], [0.31707, 2.17573, 0.63396], [-0.03107, 3.52155, 1.33787], [-0.67415, 3.22920, 2.61836], [1.21738, 4.28587, 1.65448], [-0.93046, 4.41221, 0.63041], [1.83220, -1.01425, 4.94947], [2.04261, 0.21542, 6.17180], [1.13351, 0.57276, 4.68670], [0.32628, -1.11536, 7.10319], [-0.51772, 0.25196, 6.41884], [-1.08757, -1.06329, 4.39714], [-1.69755, -1.77239, 5.89734], [-0.64620, -3.66992, 5.58796], [0.92090, -2.90064, 5.40623], [-0.47744, -2.45499, 2.97501], [0.94442, -3.47258, 3.20437], [-0.45699, -5.12519, 2.39633], [-0.71805, -5.24623, 4.10675], [-2.76455, -4.06017, 4.08049], [-2.83045, -5.35675, 2.90198], [-1.97907, -2.72796, 1.73894], [-3.55363, -2.71990, 2.46282], [-4.47530, -4.07611, 0.92977], [-3.05372, -5.03262, 0.61352], [-3.15906, -2.08311, -0.16902], [-4.01491, -3.24715, -1.15551], [-2.01769, -4.51659, -1.58563], [-1.85809, -2.90273, -2.17606], [-0.71905, -3.92179, 0.45952], [0.13883, -4.00732, -1.02974], [0.05275, -1.90299, 0.89443], [1.05192, -1.98957, -0.49703], [-1.38137, -0.43782, 0.10448], [-1.37221, -0.96079, -1.55874], [1.03052, 0.21531, -0.32670], [2.01896, 0.12157, -2.22094], [-0.15753, -1.72053, -2.99162], [0.82421, -0.98221, -4.22537], [1.66181, -3.17779, -2.98648], [2.50364, -1.92524, -2.03095], [3.22480, -2.76820, -4.50897], [3.80900, -1.49031, -3.68566], [1.56407, 1.07783, -4.09989], [-1.61609, -0.89672, -4.15066], [-2.56827, 0.28125, -3.27123], [-2.61953, 0.22820, -5.01014], [0.44898, 2.39867, -6.20291], [0.43624, 0.64659, -6.41137], [-1.02410, 1.61183, -6.77239], [1.03842, 3.29967, -3.56189], [3.25150, 2.15707, -3.11693], [2.74714, 2.01245, -1.46079], [2.66886, 4.78976, -2.66939], [2.77571, 4.22747, -0.97992], [4.99997, 5.12006, -2.16713], [5.00051, 3.44551, -2.76517], [4.75531, 2.08474, 0.39802], [-0.71450, 3.34245, -2.25309], [0.55707, 3.74932, -1.17510], [-2.28883, 2.73354, -1.15936], [-2.38597, 0.99643, -1.22521], [-2.86432, 2.79720, 1.02873], [-3.49562, -0.11940, 0.29017], [-4.26317, 0.97676, 1.64278], [1.38832, 2.16147, 0.44132], [0.15812, 1.35157, 1.32929], [-0.51072, 4.05713, 3.18408], [-0.17227, 2.49065, 3.09708], [1.51193, 4.87097, 0.88414], [1.96970, 3.67951, 1.95398], [-1.42464, 4.96810, 1.31433], [-0.45754, 5.03470, -0.00775]]}



2.
{"formula": "C32H68F3NO10S6", "method": "the ωB97M-V functional and the def2-TZVPD basis", "total_charge": 0, "multiplicity": 1, "symbols": ["C", "C", "C", "C", "C", "C", "C", "C", "C", "C", "S", "C", "O", "N", "C", "C", "C", "O", "C", "C", "C", "F", "F", "F", "C", "O", "O", "C", "C", "O", "C", "C", "H", "H", "H", "H", "H", "H", "H", "H", "H", "H", "H", "H", "H", "H", "H", "H", "H", "H", "H", "H", "H", "H", "H", "H", "H", "H", "H", "H", "H", "H", "H", "H", "H", "H", "H", "H", "H", "H", "C", "S", "O", "C", "H", "H", "H", "H", "H", "H", "C", "S", "O", "C", "H", "H", "H", "H", "H", "H", "C", "S", "O", "C", "H", "H", "H", "H", "H", "H", "C", "S", "O", "C", "H", "H", "H", "H", "H", "H", "C", "S", "O", "C", "H", "H", "H", "H", "H", "H"], "xyz": [[7.79292, 0.33462, 0.31106], [7.84018, -0.02145, -1.18295], [8.56340, 1.03589, -2.04996], [7.55135, 1.73579, -2.99817], [6.89182, 2.87689, -2.19536], [5.61030, 3.49990, -2.81414], [5.08397, 2.81491, -4.07203], [4.26902, 1.50828, -3.86141], [2.76795, 1.72636, -3.57958], [2.35104, 2.12603, -2.12329], [2.10063, 3.95785, -2.20051], [3.18191, 1.65555, -0.90904], [4.32643, 1.40939, -0.79924], [2.28731, 1.59242, 0.17591], [0.86867, 1.55822, -0.24418], [0.22345, 2.91686, 0.25652], [1.20779, 3.78494, 1.01209], [1.19182, 3.91142, 2.18282], [0.05893, 0.49286, 0.53446], [0.33558, 0.55194, 2.06070], [-0.91944, 0.46758, 2.89723], [-1.91240, -0.16985, 2.32934], [-1.30152, 1.67518, 3.28033], [-0.66138, -0.18410, 4.03793], [0.99932, 1.36052, -1.77628], [1.28819, -0.00827, -1.90869], [0.06454, 1.92337, -2.63697], [-1.30277, 1.59617, -2.38256], [-1.74988, 0.18089, -2.80451], [-2.37930, -0.43234, -1.69091], [-2.31036, -1.85324, -1.71518], [-2.43551, -2.32329, -0.26340], [8.68831, 0.00416, 0.84099], [7.58830, 1.38653, 0.50238], [6.96468, -0.21782, 0.75618], [8.34757, -0.98555, -1.25829], [6.81288, -0.15489, -1.52409], [9.42898, 0.63858, -2.58083], [8.93335, 1.78840, -1.34701], [8.12727, 2.17759, -3.81414], [6.85959, 0.96060, -3.31478], [6.74618, 2.52842, -1.17450], [7.64879, 3.66305, -2.12763], [4.86918, 3.60553, -2.02781], [5.87797, 4.51996, -3.10793], [5.86644, 2.65203, -4.81108], [4.38185, 3.51016, -4.54636], [4.74359, 0.82300, -3.16372], [4.31514, 0.99164, -4.82845], [2.23458, 0.85110, -3.95445], [2.47387, 2.54670, -4.22638], [1.09122, 4.10551, -3.08056], [2.63399, 0.83916, 0.77448], [-0.62843, 2.74445, 0.91246], [-0.15498, 3.45697, -0.61530], [1.97744, 4.34635, 0.45546], [0.29844, -0.51878, 0.21291], [-0.99377, 0.67240, 0.33523], [0.89793, 1.44280, 2.32917], [0.98764, -0.28662, 2.30022], [1.08815, -0.32482, -2.79883], [-1.88419, 2.30072, -2.97621], [-1.61478, 1.74588, -1.34815], [-0.96198, -0.42840, -3.25259], [-2.52598, 0.28825, -3.57482], [-3.20459, -2.22522, -2.22964], [-1.38754, -2.22893, -2.16442], [-2.74995, -3.36325, -0.19149], [-3.24858, -1.72455, 0.15696], [-1.53950, -2.10125, 0.31089], [-8.30284, -2.31674, -0.67519], [-6.52932, -2.08339, -0.81720], [-6.22937, -1.78401, -2.24647], [-6.09302, -3.80427, -0.52851], [-8.79095, -1.36244, -0.86189], [-8.63967, -3.04481, -1.41130], [-8.54608, -2.65873, 0.33283], [-6.57388, -4.43729, -1.27499], [-6.41044, -4.09390, 0.47424], [-5.01168, -3.89886, -0.61126], [5.78104, -2.27953, 2.80692], [4.14652, -1.73049, 3.30818], [3.74074, -0.62435, 2.38886], [4.64823, -0.95631, 4.84322], [5.69611, -2.75501, 1.83115], [6.45251, -1.42540, 2.74027], [6.15684, -3.00138, 3.53241], [5.38170, -0.17787, 4.63703], [5.06721, -1.70161, 5.51950], [3.76570, -0.51203, 5.29850], [-8.37304, -3.03315, 4.92419], [-7.47876, -3.56883, 3.45980], [-8.47255, -4.15178, 2.51736], [-6.62345, -4.93857, 4.25156], [-9.01118, -2.19740, 4.64388], [-8.98670, -3.85143, 5.30166], [-7.66243, -2.70922, 5.68475], [-7.35021, -5.63423, 4.67172], [-5.96963, -4.55397, 5.03451], [-6.02584, -5.44671, 3.49704], [2.85705, 2.87738, 5.11923], [4.63642, 2.73456, 4.90839], [5.16696, 1.98991, 6.08607], [4.99652, 4.47614, 5.17219], [2.42461, 1.88184, 5.03224], [2.63470, 3.28840, 6.10464], [2.44769, 3.51897, 4.33742], [4.63512, 4.78331, 6.15395], [4.51896, 5.06645, 4.38992], [6.07541, 4.61050, 5.12178], [-12.80541, -2.97796, -4.31259], [-11.63866, -3.46918, -3.03430], [-11.36730, -2.27090, -2.19898], [-10.23295, -3.68175, -4.13827], [-13.75677, -2.75405, -3.83395], [-12.43709, -2.09012, -4.82726], [-12.93755, -3.79826, -5.01858], [-10.03167, -2.74846, -4.66454], [-10.44765, -4.47985, -4.84952], [-9.36698, -3.95446, -3.53846]]}



Listing electronic energy for the structures above in their given order: -57144.892 -129411.186 eV.
Listing LUMO energy for the structures above in their given order: -0.0808 0.0178 Eh.